A structure of composition C44H61FNO3PPdTe, computed with ωB97M-V/def2-TZVPD.

net charge: -1
multiplicity: 4
HOMO (alpha / beta): -4.11 / -5.03 eV

The geometry in XYZ format:
```
113
Properties=species:S:1:pos:R:3:forces:R:3
Pd -0.62168 -2.41390 0.46791 0.0233 -0.4642 -0.3987
O -2.58684 -3.60770 1.16686 0.3590 -0.2732 -0.0650
C -1.97084 -4.64006 0.82207 0.0334 0.3521 -0.3084
O -0.91883 -4.64967 0.10799 -0.2296 0.1690 0.3761
H -2.37336 -5.61446 1.12969 -0.0512 -0.1777 0.0345
F 0.03625 -3.05198 2.28998 0.1981 0.1205 0.0494
C 5.05132 -4.63893 -1.64666 -0.1218 -0.0197 0.0712
C 3.73771 -4.95922 -2.35879 0.0292 0.0896 0.0782
C 2.77346 -3.75373 -2.30408 0.1202 -0.0548 0.0805
C 3.00710 -2.89840 -1.04112 -0.1784 -0.3996 0.1157
C 3.38672 -3.84642 0.10819 0.1067 0.0416 -0.0539
C 4.79669 -4.40614 -0.14318 -0.0475 0.0304 -0.1433
P 1.55845 -1.85133 -0.59146 -0.0757 0.6649 0.0406
C 1.13027 -0.86491 -2.10258 0.0955 -0.2577 -0.1679
C 0.31075 -1.66332 -3.13038 -0.0394 0.2091 0.0227
C -0.45763 -0.69517 -4.04577 0.1233 0.0430 0.0685
C 0.35606 0.58513 -4.32258 0.0274 -0.1151 0.0150
C 1.85576 0.30038 -4.24612 -0.0784 0.0299 0.0781
C 2.26732 -0.10939 -2.81721 -0.1035 -0.0455 -0.1018
C 2.27924 -0.52987 0.49641 0.1976 -0.2585 0.1522
C 3.66651 0.06341 0.13111 0.0193 -0.1758 0.1118
C 4.73540 -0.31301 1.15695 -0.1164 0.0551 0.0526
C 4.39038 0.24075 2.54848 -0.1126 -0.0722 -0.0809
C 2.87144 0.18164 2.82120 0.1195 -0.0220 -0.0789
C 2.20815 -0.91146 1.98894 0.0247 0.2224 -0.0474
H 5.48785 -3.74176 -2.09776 0.0111 -0.0219 0.0081
H 5.77397 -5.44473 -1.78866 0.0269 0.0129 -0.0126
H 3.27916 -5.82841 -1.87717 -0.0007 0.0355 -0.0369
H 3.92328 -5.23429 -3.39845 -0.0347 -0.0365 -0.0150
H 1.74271 -4.11901 -2.31350 -0.0020 0.0477 -0.0413
H 2.91564 -3.13719 -3.19432 -0.0429 0.0088 0.0046
H 3.84950 -2.22112 -1.21221 -0.0173 0.0055 -0.0284
H 2.64700 -4.65040 0.15576 -0.0169 0.0575 0.0229
H 3.35476 -3.34852 1.07560 -0.0311 -0.0211 0.0004
H 4.92384 -5.34158 0.40708 -0.0069 0.0104 0.0080
H 5.53981 -3.70307 0.24393 0.0123 -0.0310 0.0338
H 0.43618 -0.13483 -1.67765 -0.0612 0.0655 0.0725
H -0.38625 -2.33451 -2.62895 -0.0322 -0.0437 -0.0058
H 0.97595 -2.28174 -3.73416 0.0265 -0.0537 0.0205
H -1.40893 -0.42897 -3.58317 -0.0304 -0.0124 -0.0105
H -0.68967 -1.20242 -4.98563 -0.0218 0.0054 -0.0058
H 0.09793 1.35488 -3.58652 0.0148 -0.0416 -0.0574
H 0.09847 0.98567 -5.30519 -0.0322 0.0618 0.0343
H 2.42632 1.18103 -4.55036 0.0403 -0.0355 -0.0343
H 2.10353 -0.49901 -4.95350 -0.0043 0.0303 0.0248
H 2.51826 0.78835 -2.24706 0.0283 -0.0423 0.0004
H 3.17186 -0.72532 -2.87087 -0.0198 0.0546 0.0319
H 1.53878 0.25522 0.37001 -0.1247 0.2062 -0.0407
H 3.58525 1.15502 0.09594 0.0059 -0.0076 -0.0318
H 3.99552 -0.25454 -0.85681 -0.0171 0.0832 -0.0163
H 5.70530 0.07006 0.83214 0.0503 -0.0497 0.0030
H 4.82257 -1.40477 1.20071 0.0045 0.0569 -0.0138
H 4.73746 1.27456 2.62459 0.0304 -0.0068 0.0225
H 4.92990 -0.33472 3.30481 0.0097 0.0311 0.0239
H 2.40825 1.14353 2.56988 -0.0096 -0.0541 0.0310
H 2.68508 0.00472 3.88208 -0.0112 0.0626 0.0059
H 1.16944 -1.05011 2.28218 0.0405 -0.1001 -0.0248
H 2.69356 -1.86833 2.19029 -0.0480 0.0003 0.0129
C 1.04347 7.57269 1.13133 -0.0758 -0.0670 0.0043
C 0.39408 6.21406 1.04660 0.0122 -0.0491 -0.0061
C 0.04841 5.65350 -0.17540 -0.0263 0.0440 0.0330
C -0.50302 4.37484 -0.25819 -0.1237 -0.1223 -0.2257
C -0.85365 3.80530 -1.61845 0.0416 0.0417 0.1416
C -0.71723 3.63093 0.90320 0.2298 -0.1111 0.1888
Te -1.01106 1.39060 0.71470 0.2460 -0.0284 0.4163
N -1.58244 -0.56828 -0.16028 -0.5751 0.5020 -0.2638
C -2.56538 -0.23868 -0.98581 -0.0432 0.5970 -0.0574
O -2.94102 0.96513 -1.19048 0.2289 -0.6946 0.1698
C -3.31708 -1.26662 -1.81403 0.0737 -0.1333 0.0300
C -2.96867 -2.61229 -1.87884 -0.2043 0.1392 -0.1440
C -3.65167 -3.48376 -2.71681 -0.0307 -0.0359 -0.0446
C -4.71143 -3.02573 -3.48958 0.0328 0.0080 0.0482
C -5.09042 -1.69082 -3.40742 0.0624 -0.0019 0.0770
C -4.39146 -0.81875 -2.58253 -0.0768 -0.0841 -0.0678
C -2.68386 1.37818 2.02575 -0.2234 0.0609 -0.0438
C -2.72340 0.40937 3.04136 0.1099 0.0846 0.0215
C -1.71545 -0.70432 3.19570 -0.2579 0.2849 -0.0440
C -3.75777 0.46815 3.97858 0.0396 -0.0628 0.0176
C -4.73571 1.44447 3.93871 -0.0411 -0.0196 0.1005
C -5.81572 1.51533 4.98977 0.0695 -0.0288 -0.0977
C -4.70158 2.36358 2.89830 -0.0115 0.0343 0.0279
C -3.70777 2.34755 1.92750 0.0969 -0.1295 -0.0589
C -3.81158 3.35572 0.80964 0.0630 -0.1007 0.0536
C -0.37808 4.18283 2.15098 0.0035 0.0230 0.0072
C -0.58601 3.44703 3.45848 0.0005 0.0804 -0.1208
C 0.16199 5.46850 2.19813 -0.0377 -0.0195 -0.0113
H 0.97645 8.10235 0.18025 -0.0067 -0.0037 0.0209
H 2.10075 7.47866 1.38855 0.0132 0.0196 -0.0011
H 0.57253 8.18674 1.90150 0.0120 0.0105 -0.0209
H 0.21485 6.22209 -1.08893 -0.0227 -0.0538 0.0639
H -0.99626 4.60205 -2.35155 0.0318 -0.0062 0.0260
H -1.76153 3.20009 -1.57222 0.0663 0.0016 -0.0458
H -0.05144 3.15468 -1.98701 -0.0612 0.0310 0.0218
H -2.16990 -2.99887 -1.27238 0.1591 -0.1049 0.0718
H -3.35550 -4.52752 -2.75875 -0.0100 0.0912 0.0210
H -5.24061 -3.70619 -4.14849 0.0068 0.0273 0.0519
H -5.93571 -1.32877 -3.98269 0.0635 0.0015 -0.0116
H -4.65952 0.22669 -2.52109 0.0153 -0.0147 0.0104
H -0.74172 -0.43267 2.80246 0.1067 0.0156 0.0012
H -2.03886 -1.59519 2.66404 -0.0515 -0.1339 -0.0677
H -1.59499 -0.97910 4.24265 -0.0085 0.0157 0.0367
H -3.78360 -0.28461 4.76287 0.0147 0.0700 -0.0338
H -5.66587 0.75340 5.75479 -0.0203 0.0032 -0.0101
H -6.80290 1.36598 4.54671 0.0036 0.0011 0.0217
H -5.81696 2.49218 5.47798 -0.0192 -0.0081 0.0017
H -5.48016 3.12036 2.83471 0.0389 -0.0418 -0.0220
H -4.82558 3.75749 0.76230 0.0244 -0.0413 0.0249
H -3.57998 2.87874 -0.14106 0.0157 0.0029 -0.0537
H -3.12139 4.18682 0.95416 -0.0179 0.0247 -0.0036
H -0.34464 2.38711 3.36841 -0.0016 -0.0070 0.0058
H -1.62856 3.51380 3.78423 0.0381 -0.0543 -0.0431
H 0.04334 3.87357 4.24209 -0.0261 0.0165 -0.0324
H 0.41922 5.89561 3.16663 -0.0061 -0.0440 -0.0722
```
Positions in Å, forces in eV/Å.

Atom charges from the Löwdin analysis, given in e for atoms 1 to 5:
1. Pd 0.91
2. O -0.11
3. C -0.58
4. O -0.17
5. H 0.11